Record 1
# C11H10ClFN2

C11H10ClFN2 in the gas phase (ωB97M-V/def2-TZVPD, the OMol25 dataset).

Properties
- E (eV) = -29785.097
- HOMO (alpha / beta) (eV) = -8.33 / -8.32
- HOMO-LUMO gap (alpha / beta) (hartree) = 0.2635 / 0.2631
- energy above the lowest of the compared OMol25 structures with the same formula, charge and spin (eV) = 3.304

Cartesian coordinates (Å):
C: -0.409 -0.574 2.666
C: 0.335 -1.703 2.711
C: 0.627 -1.562 0.432
C: -0.410 -0.566 0.269
C: -0.919 -0.073 1.499
C: 1.776 0.835 -1.781
C: 1.235 -0.292 -2.257
C: 0.986 1.903 -1.212
C: -0.212 -0.646 -2.288
C: -0.929 -0.181 -1.037
C: -1.869 1.112 1.536
N: 0.974 -2.059 1.573
N: -0.168 1.949 -0.955
F: -2.176 0.228 -1.039
Cl: 1.940 3.465 -1.199
H: -0.597 -0.088 3.613
H: 0.747 -2.087 3.643
H: 1.474 -1.694 -0.309
H: 2.761 1.150 -1.964
H: 1.861 -1.151 -2.567
H: -0.681 -0.297 -3.296
H: -0.270 -1.805 -2.323
H: -1.991 1.516 2.489
H: -1.342 1.827 0.811
H: -2.741 0.795 0.984

=====

Record 2
# C6H31NO8

9 unconnected molecules or ions with the total composition C6H31NO8 (ωB97M-V/def2-TZVPD, the OMol25 dataset).

Properties
- E (eV) = -24581.845
- HOMO (alpha / beta) (eV) = -13.58 / -13.58
- spin multiplicity = 2
- HOMO-LUMO gap (alpha / beta) (hartree) = 0.3910 / 0.1740
- total charge = +1
- energy above the lowest of the compared OMol25 structures with the same formula, charge and spin (eV) = 3.799

Cartesian coordinates (Å):
C: 0.609 -1.922 1.149
C: 0.514 -1.600 -0.356
C: -0.768 -1.001 -0.851
C: -0.518 0.469 -0.904
C: -1.793 1.269 -1.037
C: -3.000 0.896 -0.050
N: -2.625 1.235 1.403
H: 1.367 -2.668 1.335
H: -0.532 -2.077 1.433
H: 1.024 -1.145 1.721
H: 0.718 -2.574 -1.003
H: 1.390 -0.969 -0.750
H: -1.632 -1.302 0.007
H: -1.056 -1.400 -1.684
H: 0.008 0.828 0.020
H: 0.361 0.696 -1.670
H: -2.190 1.278 -2.119
H: -1.639 2.359 -0.895
H: -3.982 1.278 -0.378
H: -3.042 -0.269 -0.111
H: -1.838 1.796 1.558
H: -3.309 1.881 1.698
H: 1.977 1.418 3.882
H: 0.917 0.530 3.042
O: 1.713 1.235 2.908
H: 1.013 -1.594 -3.705
H: -0.455 -1.317 -3.398
O: 0.171 -2.017 -3.631
H: 4.461 -0.666 2.097
H: 3.300 0.399 1.972
O: 4.258 0.294 2.013
H: 0.818 2.030 1.526
H: 1.035 3.420 1.040
O: 0.333 2.739 1.228
H: 2.904 1.960 0.483
H: 2.846 0.466 0.354
O: 2.535 1.195 0.174
H: -0.843 -1.115 4.001
H: -1.246 -0.101 2.986
O: -0.635 -0.169 3.805
H: -3.829 -2.077 -2.047
H: -2.485 -2.401 -2.473
O: -3.124 -1.697 -2.443
H: 2.834 -0.210 -4.196
H: 1.585 0.591 -3.725
O: 1.848 0.026 -4.409

=====

Record 3
# C44H46BrIN

7 unconnected molecules or ions with the total composition C44H46BrIN (ωB97M-V/def2-TZVPD, the OMol25 dataset).

Properties
- E (eV) = -125996.031
- HOMO (eV) = -10.31
- HOMO-LUMO gap (hartree) = 0.2035
- total charge = +1

Cartesian coordinates (Å):
Br: 8.165 0.028 4.259
N: 6.783 1.165 3.649
C: 6.768 1.555 2.262
C: 5.633 2.478 1.734
C: 4.556 2.943 2.768
C: 3.312 3.853 2.350
C: 1.975 3.147 2.898
C: 1.841 1.589 2.542
I: 1.648 0.287 4.293
C: 4.647 2.499 4.268
C: 5.830 1.582 4.651
H: 7.548 1.179 1.508
H: 5.524 2.823 0.656
H: 3.218 4.024 1.215
H: 3.447 4.878 2.870
H: 1.892 3.387 4.019
H: 1.090 3.680 2.377
H: 0.874 1.436 1.934
H: 2.690 1.159 1.913
H: 3.867 2.833 5.042
H: 5.898 1.230 5.741
C: -1.084 1.596 -0.926
C: -2.152 1.192 -1.723
C: -1.922 0.412 -2.852
C: -0.625 0.027 -3.180
C: 0.442 0.428 -2.381
C: 0.213 1.215 -1.257
H: -1.264 2.207 -0.047
H: -3.163 1.487 -1.464
H: -2.754 0.104 -3.476
H: -0.447 -0.585 -4.057
H: 1.453 0.126 -2.636
H: 1.046 1.532 -0.638
C: 4.376 -5.047 5.615
C: 3.212 -4.285 5.639
C: 3.264 -2.925 5.351
C: 4.479 -2.328 5.029
C: 5.643 -3.091 5.002
C: 5.593 -4.450 5.299
H: 4.336 -6.107 5.844
H: 2.263 -4.752 5.883
H: 2.357 -2.330 5.375
H: 4.519 -1.268 4.799
H: 6.591 -2.626 4.750
H: 6.500 -5.043 5.283
C: 2.380 -3.101 -1.677
C: 3.531 -3.869 -1.521
C: 4.076 -4.057 -0.254
C: 3.465 -3.485 0.859
C: 2.312 -2.721 0.702
C: 1.772 -2.525 -0.566
H: 1.957 -2.952 -2.665
H: 4.004 -4.320 -2.387
H: 4.977 -4.650 -0.133
H: 3.887 -3.636 1.847
H: 1.834 -2.277 1.570
H: 0.877 -1.925 -0.687
C: -4.993 5.204 -2.063
C: -4.374 4.369 -1.139
C: -5.139 3.520 -0.344
C: -6.524 3.500 -0.482
C: -7.143 4.332 -1.409
C: -6.378 5.188 -2.197
H: -4.397 5.868 -2.680
H: -3.293 4.380 -1.037
H: -4.656 2.873 0.381
H: -7.120 2.835 0.134
H: -8.223 4.315 -1.517
H: -6.862 5.840 -2.915
C: -8.032 5.728 -7.124
C: -7.434 5.021 -8.162
C: -6.630 3.920 -7.883
C: -6.431 3.521 -6.565
C: -7.032 4.226 -5.526
C: -7.829 5.332 -5.805
H: -8.657 6.588 -7.341
H: -7.595 5.328 -9.190
H: -6.159 3.373 -8.693
H: -5.808 2.660 -6.347
H: -6.878 3.913 -4.499
H: -8.293 5.885 -4.995
C: 0.333 -5.984 0.274
C: 0.000 -6.302 -1.039
C: -1.103 -7.108 -1.302
C: -1.879 -7.589 -0.252
C: -1.548 -7.268 1.061
C: -0.440 -6.469 1.325
H: 1.195 -5.358 0.479
H: 0.602 -5.921 -1.858
H: -1.358 -7.361 -2.326
H: -2.742 -8.214 -0.458
H: -2.155 -7.642 1.879
H: -0.179 -6.224 2.349

=====

Record 4
# C5H6O2S

C5H6O2S in the gas phase (ωB97M-V/def2-TZVPD, the OMol25 dataset).

Properties
- E (eV) = -20208.835
- HOMO (eV) = -9.43
- HOMO-LUMO gap (hartree) = 0.3651
- SMILES = O=C1SC[C@H]2[C@H](O)[C@H]12
- energy above the lowest of the compared OMol25 structures with the same formula, charge and spin (eV) = 3.371

Cartesian coordinates (Å):
O: 1.607 2.512 -0.212
C: 1.313 1.389 -0.021
S: 2.437 -0.078 -0.285
C: 1.021 -1.331 -0.051
C: -0.180 -0.553 -0.334
C: -1.392 0.229 0.291
O: -2.342 0.763 -0.581
C: 0.038 0.701 0.389
H: 1.175 -2.074 -0.803
H: 1.049 -1.664 1.074
H: -0.252 -0.391 -1.473
H: -1.789 0.050 1.401
H: -3.025 0.030 -0.814
H: 0.338 0.420 1.419

=====

Record 5
# C6H10O

A molecular structure, C6H10O (ωB97M-V/def2-TZVPD, the OMol25 dataset).

Properties
- E (eV) = -8426.778
- HOMO (eV) = -7.90
- HOMO-LUMO gap (hartree) = 0.3150
- energy above the lowest of the compared OMol25 structures with the same formula, charge and spin (eV) = 4.462

Cartesian coordinates (Å):
C: 1.770 -0.800 -0.085
C: 0.406 -0.164 0.076
C: -0.540 0.045 -1.115
C: -1.618 0.462 -0.113
C: -1.520 -0.735 0.836
O: -1.032 1.597 0.535
C: 0.313 1.198 0.763
H: 2.379 -0.185 -0.768
H: 1.703 -1.800 -0.522
H: 2.311 -0.870 0.865
H: -0.199 0.819 -1.822
H: -0.768 -0.874 -1.658
H: -2.624 0.715 -0.456
H: -1.730 -1.639 0.232
H: -0.299 -0.811 1.063
H: 1.004 1.920 0.298
H: 0.535 1.146 1.838